Entry 1:
The following is a DFT calculation (wB97M-V/def2-TZVPD) of a structure of composition C52H54CsN3O2P3S4.

The geometry in XYZ format:
```
119
C52H54CsN3O2P3S4 (wB97M-V/def2-TZVPD)
Cs 1.31 -1.67 -0.23
C 2.31 0.38 3.98
P 1.04 1.73 4.08
C 0.02 1.46 2.58
C -0.43 2.51 1.78
C -1.30 2.28 0.72
C -1.77 1.00 0.45
C -1.35 -0.05 1.26
C -0.46 0.18 2.30
C 2.00 3.21 3.61
C 2.70 3.28 2.40
C 3.42 4.41 2.06
C 3.47 5.49 2.94
C 2.80 5.43 4.15
C 2.07 4.29 4.47
C 3.36 0.36 2.92
C 4.67 0.81 3.05
C 5.31 0.53 1.83
C 4.33 -0.07 1.03
C 4.53 -0.73 -0.30
P 4.90 0.20 -1.86
C 3.54 1.40 -2.09
C 3.35 1.90 -3.38
C 2.36 2.83 -3.63
C 1.53 3.27 -2.61
C 1.70 2.77 -1.33
C 2.70 1.84 -1.07
C 6.25 1.28 -1.26
C 6.06 2.57 -0.79
C 7.13 3.31 -0.29
C 8.40 2.76 -0.26
C 8.61 1.47 -0.73
C 7.54 0.74 -1.23
N 3.14 -0.16 1.68
H 1.73 -0.55 3.96
H 2.79 0.41 4.96
H -0.08 3.52 1.97
H -1.59 3.11 0.09
H -2.42 0.82 -0.40
H -1.67 -1.06 1.05
H -0.13 -0.67 2.87
H 2.67 2.43 1.73
H 3.95 4.44 1.12
H 4.04 6.38 2.68
H 2.83 6.27 4.84
H 1.53 4.25 5.42
H 5.10 1.26 3.94
H 6.34 0.69 1.57
H 3.67 -1.37 -0.53
H 5.36 -1.44 -0.24
H 3.98 1.55 -4.18
H 2.21 3.20 -4.64
H 0.73 3.97 -2.82
H 1.05 3.08 -0.52
H 2.82 1.43 -0.07
H 5.07 3.00 -0.79
H 6.96 4.31 0.08
H 9.23 3.34 0.14
H 9.60 1.03 -0.70
H 7.71 -0.27 -1.60
C 0.08 -8.22 3.08
C 0.52 -6.83 3.49
O 1.44 -6.30 2.54
P 0.95 -5.11 1.56
S 2.41 -4.67 0.33
S 0.13 -3.59 2.52
O -0.23 -5.96 0.80
C -0.99 -5.28 -0.21
C -2.30 -6.02 -0.38
H -0.59 -8.65 3.84
H 0.95 -8.88 2.98
H -0.44 -8.18 2.13
H 1.04 -6.85 4.45
H -0.34 -6.16 3.60
H -0.42 -5.26 -1.13
H -1.18 -4.25 0.11
H -2.12 -7.07 -0.63
H -2.89 -5.56 -1.18
H -2.89 -5.97 0.54
S -1.36 -2.36 -2.42
C -2.64 -1.31 -2.79
N -3.92 -1.85 -2.93
C -5.02 -1.01 -3.33
C -4.89 0.33 -2.64
N -3.61 0.91 -2.99
C -3.65 2.13 -3.77
C -4.27 3.28 -3.01
C -5.03 4.24 -3.66
C -5.55 5.33 -2.96
C -5.31 5.45 -1.59
C -4.55 4.48 -0.94
C -4.04 3.40 -1.65
C -2.46 0.09 -3.00
S -0.95 0.82 -3.16
C -4.26 -3.18 -2.46
C -4.78 -3.21 -1.04
C -6.08 -3.63 -0.76
C -6.55 -3.65 0.54
C -5.73 -3.25 1.58
C -4.43 -2.84 1.32
C -3.96 -2.81 0.02
H -5.95 -1.50 -3.05
H -5.03 -0.85 -4.42
H -4.97 0.19 -1.55
H -5.68 1.01 -2.95
H -4.19 1.98 -4.72
H -2.61 2.37 -4.00
H -5.23 4.14 -4.72
H -6.14 6.07 -3.47
H -5.71 6.29 -1.04
H -4.36 4.56 0.12
H -3.47 2.64 -1.14
H -3.36 -3.80 -2.55
H -5.02 -3.58 -3.14
H -6.72 -3.94 -1.58
H -7.57 -3.97 0.74
H -6.09 -3.27 2.60
H -3.77 -2.54 2.13
H -2.95 -2.50 -0.21
```

Output
**Spin multiplicity**: 2
**LUMO level (alpha / beta)**: 3.67 / 3.66 eV
**Total charge**: -2
**HOMO energy (alpha / beta)**: -1.45 / -1.87 eV

=====

Entry 2:
The following is a DFT calculation (wB97M-V/def2-TZVPD) of a structure of composition C52H55Br2IrN5P4.

The geometry in XYZ format:
```
119
C52H55Br2IrN5P4 (wB97M-V/def2-TZVPD)
Ir 0.16 -0.06 0.30
N 2.05 2.10 -0.29
P 0.54 2.23 0.48
C 0.88 3.12 1.98
C 0.57 2.57 3.22
C 0.88 3.27 4.39
C 1.49 4.51 4.30
C 1.80 5.07 3.06
C 1.50 4.38 1.90
C -0.46 3.36 -0.57
C -1.19 4.40 0.01
C -2.12 5.14 -0.72
C -2.35 4.86 -2.05
C -1.62 3.85 -2.68
C -0.72 3.15 -1.92
P 2.37 0.41 -0.46
C 3.93 0.23 0.39
C 4.17 0.97 1.55
C 5.39 0.85 2.20
C 6.36 -0.01 1.70
C 6.12 -0.76 0.56
C 4.91 -0.65 -0.10
C 2.78 0.18 -2.21
C 3.89 0.84 -2.76
C 4.22 0.65 -4.09
C 3.47 -0.21 -4.88
C 2.38 -0.88 -4.34
C 2.04 -0.69 -3.01
H 2.80 2.74 -0.04
H 0.13 1.60 3.29
H 0.65 2.84 5.35
H 1.73 5.06 5.20
H 2.27 6.04 3.00
H 1.72 4.84 0.94
H -1.03 4.64 1.06
H -2.66 5.94 -0.23
H -3.07 5.43 -2.62
H -1.78 3.65 -3.73
H 0.49 1.45 -1.94
H 3.42 1.62 1.97
H 5.59 1.43 3.09
H 7.31 -0.10 2.21
H 6.88 -1.43 0.17
H 4.73 -1.23 -1.00
H 4.51 1.48 -2.14
H 5.09 1.14 -4.50
H 3.75 -0.38 -5.91
H 1.81 -1.58 -4.95
H 1.21 -1.24 -2.57
Br 0.70 3.03 -7.13
C 0.57 2.62 -5.39
C 1.45 3.21 -4.45
C 1.30 2.91 -3.15
N 0.18 2.12 -2.67
C -0.55 1.35 -3.66
C -0.38 1.65 -4.97
C -1.42 0.27 -3.16
C -2.45 -0.10 -4.01
C -3.23 -1.22 -3.72
Br -4.60 -1.72 -4.84
C -2.91 -1.92 -2.58
C -1.91 -1.43 -1.75
N -1.16 -0.35 -1.97
H 2.25 3.87 -4.76
H 1.92 3.28 -2.34
H -0.92 1.10 -5.72
H -2.67 0.47 -4.89
H -3.45 -2.81 -2.29
H -1.74 -1.95 -0.82
C -1.62 -0.12 3.44
P -1.82 -0.32 1.65
C -2.25 -2.11 1.55
N -3.45 -2.51 1.94
C -3.70 -3.84 1.84
C -4.98 -4.32 2.25
C -5.25 -5.66 2.14
C -4.29 -6.56 1.63
C -3.05 -6.12 1.22
C -2.74 -4.73 1.33
N -1.52 -4.30 0.93
C -1.28 -3.01 1.08
P 0.36 -2.41 0.58
C 0.71 -3.43 -0.87
C 1.54 -3.01 1.89
C 1.42 -2.13 3.13
C 2.96 -2.96 1.35
C 1.21 -4.46 2.26
C -3.30 0.77 1.30
C -3.53 0.89 -0.20
C -2.94 2.14 1.88
C -4.61 0.33 1.97
H -2.53 -0.52 3.89
H -1.51 0.92 3.72
H -0.77 -0.67 3.82
H -5.70 -3.62 2.64
H -6.21 -6.05 2.45
H -4.53 -7.61 1.57
H -2.29 -6.79 0.84
H 0.58 -4.47 -0.59
H 1.73 -3.27 -1.22
H 0.03 -3.20 -1.69
H 1.43 -1.06 2.90
H 2.26 -2.33 3.80
H 0.51 -2.36 3.69
H 3.22 -1.97 1.00
H 3.12 -3.68 0.55
H 3.65 -3.21 2.15
H 0.19 -4.59 2.62
H 1.88 -4.75 3.07
H 1.38 -5.15 1.43
H -2.67 1.32 -0.71
H -4.39 1.55 -0.37
H -3.77 -0.07 -0.66
H -1.95 2.47 1.57
H -2.99 2.16 2.96
H -3.66 2.87 1.51
H -5.00 -0.60 1.59
H -5.35 1.12 1.78
H -4.52 0.24 3.06
```

Output
**Spin multiplicity**: 2
**LUMO level (alpha / beta)**: -13.20 / -13.19 eV
**Total charge**: +4
**HOMO energy (alpha / beta)**: -17.06 / -17.06 eV

=====

Entry 3:
The following is a DFT calculation (wB97M-V/def2-TZVPD) of a structure of composition C52H55GeKN4O3S2Se.

The geometry in XYZ format:
```
119
C52H55GeKN4O3S2Se (wB97M-V/def2-TZVPD)
K -0.03 0.70 -1.95
C -3.12 1.39 0.46
C -2.81 1.46 -1.01
N -1.88 2.29 -1.32
N -1.74 2.54 -2.69
C -0.69 3.19 -3.06
S 0.70 3.72 -2.19
S -0.80 3.62 -4.82
C -1.02 5.39 -4.54
C -2.39 5.74 -4.05
C -3.39 6.16 -4.91
C -4.67 6.42 -4.45
C -4.96 6.25 -3.10
C -3.97 5.84 -2.23
C -2.69 5.59 -2.70
C -3.62 0.64 -1.94
C -5.00 0.57 -1.76
C -5.83 -0.10 -2.64
C -5.25 -0.74 -3.73
C -3.89 -0.73 -3.92
C -2.99 -0.08 -3.02
O -1.74 -0.18 -3.13
H -4.09 1.86 0.66
H -2.35 1.92 1.02
H -3.18 0.36 0.81
H -0.81 5.87 -5.50
H -0.25 5.68 -3.82
H -3.16 6.27 -5.97
H -5.44 6.75 -5.14
H -5.97 6.43 -2.74
H -4.19 5.68 -1.19
H -1.91 5.26 -2.02
H -5.43 1.10 -0.92
H -6.90 -0.11 -2.48
H -5.88 -1.25 -4.45
H -3.44 -1.24 -4.77
C 6.15 -2.69 -0.29
C 5.67 -1.89 0.91
C 4.22 -2.20 1.28
C 3.20 -1.61 0.32
N 3.12 -0.17 0.46
C 3.60 0.76 -0.40
Se 4.47 0.40 -1.98
N 3.27 1.98 0.10
C 3.52 3.26 -0.52
C 4.65 4.00 0.18
C 6.03 3.43 -0.13
C 6.50 3.75 -1.54
C 2.54 1.82 1.26
C 1.97 2.74 2.13
C 1.29 2.23 3.23
C 1.18 0.85 3.44
C 1.75 -0.07 2.57
C 2.44 0.45 1.49
H 7.18 -2.44 -0.55
H 5.55 -2.48 -1.17
H 6.10 -3.76 -0.09
H 5.77 -0.82 0.68
H 6.31 -2.09 1.77
H 4.01 -1.83 2.29
H 4.07 -3.29 1.30
H 2.20 -2.00 0.50
H 3.44 -1.80 -0.73
H 2.59 3.82 -0.50
H 3.75 3.06 -1.57
H 4.47 3.99 1.25
H 4.60 5.05 -0.14
H 5.99 2.34 0.00
H 6.74 3.81 0.61
H 5.84 3.31 -2.28
H 7.50 3.35 -1.72
H 6.54 4.82 -1.70
H 2.03 3.80 1.94
H 0.83 2.91 3.92
H 0.63 0.49 4.29
H 1.64 -1.13 2.71
O 1.33 -1.12 -1.43
C 0.42 -1.65 -0.76
O 0.22 -1.43 0.46
C -0.53 -2.62 -1.44
C -1.80 -2.75 -0.61
Ge -1.43 -2.97 1.29
C -1.98 -1.56 2.56
C -1.22 -0.39 2.67
C -1.55 0.61 3.58
C -2.65 0.47 4.40
C -3.42 -0.68 4.32
C -3.08 -1.67 3.41
C 0.33 -3.60 1.90
C 0.74 -3.29 3.20
C 1.99 -3.66 3.67
C 2.87 -4.34 2.85
C 2.48 -4.65 1.55
C 1.23 -4.28 1.09
C -2.49 -4.69 1.59
C -3.70 -4.97 2.23
C -4.28 -6.23 2.21
C -3.68 -7.27 1.53
C -2.49 -7.04 0.87
C -1.92 -5.77 0.90
H -0.01 -3.57 -1.54
H -0.75 -2.25 -2.44
H -2.43 -3.57 -0.95
H -2.39 -1.83 -0.71
H -0.36 -0.25 2.03
H -0.94 1.50 3.63
H -2.91 1.25 5.11
H -4.28 -0.81 4.95
H -3.70 -2.55 3.38
H 0.07 -2.75 3.86
H 2.29 -3.40 4.68
H 3.86 -4.62 3.20
H 3.17 -5.17 0.89
H 0.97 -4.51 0.06
H -4.24 -4.20 2.75
H -5.23 -6.39 2.72
H -4.14 -8.26 1.52
H -2.00 -7.83 0.32
H -0.99 -5.63 0.37
```

Output
**Spin multiplicity**: 1
**LUMO level**: 3.99 eV
**Total charge**: -2
**HOMO energy**: -1.98 eV
**Energy above the lowest of the compared OMol25 structures with the same formula, charge and spin**: 65.83 kJ/mol

=====

Entry 4:
The following is a DFT calculation (wB97M-V/def2-TZVPD) of a structure of composition C52H57CaIN6O2PS2Si.

The geometry in XYZ format:
```
123
C52H57CaIN6O2PS2Si (wB97M-V/def2-TZVPD)
Ca -0.22 0.03 0.49
S 0.62 -2.51 -0.44
C 2.29 -2.67 -0.02
N 2.76 -3.89 0.37
C 4.14 -4.06 0.74
C 4.99 -3.18 -0.15
N 4.54 -1.81 -0.03
C 5.55 -0.80 0.16
C 6.53 -0.76 -0.98
C 7.90 -0.86 -0.77
C 8.78 -0.80 -1.84
C 8.30 -0.64 -3.13
C 6.93 -0.54 -3.35
C 6.05 -0.60 -2.28
C 3.19 -1.56 -0.07
S 2.63 0.06 -0.22
C 1.91 -5.07 0.53
C 2.11 -6.08 -0.57
C 1.83 -5.72 -1.89
C 2.02 -6.64 -2.91
C 2.49 -7.92 -2.64
C 2.77 -8.27 -1.33
C 2.58 -7.35 -0.30
H 4.42 -5.11 0.61
H 4.30 -3.78 1.79
H 4.93 -3.53 -1.18
H 6.04 -3.23 0.16
H 6.08 -0.97 1.11
H 5.04 0.16 0.24
H 8.28 -0.98 0.23
H 9.85 -0.88 -1.67
H 8.99 -0.60 -3.97
H 6.55 -0.42 -4.36
H 4.98 -0.52 -2.44
H 0.87 -4.74 0.56
H 2.15 -5.53 1.50
H 1.46 -4.72 -2.09
H 1.80 -6.35 -3.94
H 2.63 -8.63 -3.44
H 3.13 -9.27 -1.10
H 2.80 -7.64 0.72
I 1.43 1.84 2.89
C -0.11 3.26 3.05
C 0.00 4.19 4.04
C -0.95 5.23 4.12
C -1.95 5.31 3.20
C -2.07 4.34 2.17
C -3.08 4.46 1.19
C -3.18 3.53 0.19
C -2.26 2.46 0.14
C -1.23 2.27 1.05
C -1.15 3.26 2.08
H 0.82 4.15 4.75
H -0.87 5.97 4.91
H -2.68 6.11 3.24
H -3.78 5.28 1.26
H -3.96 3.62 -0.56
H -2.40 1.73 -0.66
C -1.78 0.19 -5.19
N -0.98 -1.02 -4.70
C 0.42 -0.95 -5.29
N 1.05 0.27 -4.95
C 0.25 1.40 -5.42
N -1.11 1.40 -4.87
C -1.11 1.66 -3.42
P -0.14 0.42 -2.44
C -0.94 -1.07 -3.20
C 1.37 0.38 -3.51
H -2.76 0.13 -4.73
H -1.86 0.08 -6.28
H -1.46 -1.87 -5.04
H 0.31 -1.04 -6.37
H 0.97 -1.80 -4.89
H 0.18 1.35 -6.51
H 0.74 2.33 -5.13
H -2.14 1.67 -3.06
H -0.67 2.64 -3.22
H -1.96 -1.16 -2.85
H -0.39 -1.96 -2.90
H 1.99 -0.46 -3.21
H 1.93 1.29 -3.33
O 1.19 2.94 -1.91
N 1.61 3.65 -0.90
C 0.76 4.46 -0.24
C 1.19 5.22 0.83
C 2.52 5.16 1.23
C 3.37 4.31 0.54
C 2.90 3.57 -0.52
H -0.26 4.43 -0.59
H 0.47 5.83 1.35
H 2.87 5.74 2.07
H 4.41 4.21 0.82
H 3.49 2.86 -1.09
C -5.25 -0.89 -4.20
C -5.10 0.15 -3.29
C -4.47 -0.06 -2.08
C -3.98 -1.32 -1.70
C -4.17 -2.36 -2.61
C -4.79 -2.15 -3.85
Si -2.95 -1.43 -0.08
C -2.83 -3.28 0.38
C -2.20 -4.24 -0.43
C -1.96 -5.53 0.01
C -2.31 -5.91 1.29
C -2.92 -4.99 2.13
C -3.18 -3.70 1.67
H -5.75 -0.74 -5.15
H -5.48 1.14 -3.54
H -4.37 0.78 -1.39
H -3.85 -3.36 -2.36
H -4.93 -2.99 -4.52
H -3.98 -0.98 0.92
H -1.85 -3.96 -1.42
H -1.47 -6.24 -0.65
H -2.11 -6.92 1.64
H -3.21 -5.27 3.13
H -3.68 -3.00 2.33
C -1.34 -1.01 3.48
O -0.37 -1.33 2.47
H -1.38 -1.80 4.23
H -2.33 -0.87 3.04
H -1.01 -0.09 3.94
H -0.58 -2.20 2.08
```

Output
**Spin multiplicity**: 2
**LUMO level (alpha / beta)**: -0.17 / -0.18 eV
**HOMO energy (alpha / beta)**: -5.78 / -6.12 eV
**Energy above the lowest of the compared OMol25 structures with the same formula, charge and spin**: 0.00 kJ/mol